No. 1
Below is a structure of composition C26H51Br2ClI2N5O7P2, with properties calculated with ωB97M-V with the def2-TZVPD basis set.

Each line ends with the Löwdin charge.
CARTESIAN COORDINATES (ANGSTROEM)
I  3.0240  -4.5114  -0.9068  1.093
I  0.0087  -4.6997  3.0346  1.008
Br  0.3767  0.5477  3.1019  0.396
Br  3.9362  1.1398  -0.1399  0.459
Cl  1.0589  -7.6792  -1.0080  0.502
P  0.2346  0.2512  0.8415  0.704
P  2.8311  -0.4903  0.9627  0.650
O  1.4068  1.4281  -4.0816  -0.114
O  2.5917  -1.4070  -1.6288  -0.187
O  -1.1042  4.1746  1.9291  -0.212
O  0.2116  7.4083  4.8242  -0.204
O  4.0560  -1.7977  0.9369  -0.395
O  1.4130  -1.3898  -5.2664  -0.057
O  0.7946  1.8280  0.4023  -0.430
N  1.2852  -1.1063  0.2043  -0.424
N  -2.3731  6.4931  3.6165  -0.053
N  3.8701  -0.3399  -3.7644  0.211
N  -0.5481  -2.2080  1.1802  -0.045
N  0.3437  3.9391  -2.7236  -0.030
C  -2.0534  -2.1632  -3.2252  -0.197
C  1.2206  -1.1212  -1.3676  -0.329
C  0.8973  -2.5204  0.7374  -0.397
C  1.4363  -3.2250  2.0602  -0.549
C  -2.6577  -3.4836  -4.0563  -0.231
C  -2.1554  4.0406  2.8874  -0.215
C  0.3274  -6.0471  -1.6360  -0.683
C  0.0956  4.7348  2.4454  -0.094
C  1.0232  -3.4766  -0.6689  -0.442
C  0.7975  -2.4846  -4.8138  -0.125
C  0.8118  -3.1889  -3.3655  -0.109
C  -2.5707  -3.2896  -5.7012  -0.139
C  -1.2001  -2.4943  -1.9103  -0.142
C  -0.2244  2.5424  -2.5720  -0.234
C  0.4728  -2.5244  -1.9581  -0.224
C  -3.0212  5.3070  3.0430  -0.188
C  3.2644  -0.9848  -2.7963  -0.173
C  0.4332  8.4834  3.9212  -0.112
C  -1.9598  6.3177  5.0104  -0.205
C  0.3742  -0.0003  -2.1610  -0.074
C  1.7774  -2.4997  3.4471  -0.436
C  1.0134  1.4122  -2.6321  -0.294
C  0.2905  -4.9667  -0.4633  -0.385
C  2.4948  -3.6049  4.4847  -0.211
C  -1.0641  7.4777  5.4725  -0.201
C  -1.2383  -6.4707  -2.0484  -0.148
H  -1.0556  2.3224  -3.3996  0.142
H  1.3789  3.9387  -2.5576  0.076
H  -0.7915  -4.8897  -0.0260  0.088
H  -2.3968  -2.1775  -6.0190  0.084
H  -1.3952  5.3890  5.1385  0.099
H  -1.2284  -6.7703  -3.2023  0.100
H  0.2940  9.4471  4.4191  0.090
H  2.3699  -3.9587  1.9089  0.064
H  -0.8762  7.3656  6.5462  0.121
H  0.4243  2.5235  1.0218  0.032
H  -2.8482  6.2714  5.6496  0.124
H  1.8238  -3.8234  -3.4470  0.110
H  -0.2321  8.4073  3.0571  0.077
H  -1.6206  -1.4526  -4.0342  0.097
H  -3.9130  5.0648  3.6325  0.120
H  -0.6404  -2.0059  2.1834  0.014
H  -1.6784  -3.4882  -1.4897  0.112
H  -3.0593  -1.6183  -2.8681  0.137
H  -1.5545  8.4467  5.3231  0.124
H  0.8989  -5.8363  -2.6194  0.069
H  4.5983  -1.6623  1.7698  0.081
H  -1.5493  -1.6700  -1.1150  0.114
H  -2.0070  -5.6065  -1.8747  0.060
H  3.4314  -3.0737  5.0022  0.093
H  2.9323  -4.5352  3.9291  0.071
H  0.0937  5.8175  2.3052  0.080
H  -3.8228  -3.6054  -3.8251  0.120
H  -1.5998  -7.4466  -1.4777  0.088
H  1.8543  1.8738  -1.9813  0.091
H  -2.8089  3.2500  2.5003  0.119
H  0.7754  -2.1983  4.0236  0.056
H  0.6420  1.7570  -4.6424  0.107
H  0.9319  4.3360  1.8653  0.078
H  0.2028  -3.0281  -5.7018  0.132
H  0.1161  -0.4607  -3.2346  0.133
H  -1.7027  -4.0143  -6.0841  0.075
H  0.2573  4.4849  3.4979  0.096
H  -3.3743  5.5971  2.0458  0.121
H  1.4654  8.4221  3.5650  0.090
H  -2.1244  -4.4851  -3.7846  0.066
H  -0.8066  2.5066  -1.5420  0.107
H  2.4717  -1.5832  3.4908  0.054
H  0.9670  -5.4757  0.3833  0.007
H  -0.0151  -4.0554  -3.4629  0.124
H  0.2207  4.2743  -3.7127  0.080
H  1.7787  -3.8820  5.3944  0.079
H  -1.5580  6.7139  3.0536  0.068
H  -0.7272  0.2319  -1.7611  0.132
H  -1.7727  3.6693  3.8438  0.105
H  -1.2098  -2.9381  0.8418  0.071
H  -3.5631  -3.7195  -6.1770  0.086

Atomic forces in eV per Å
0.0301 1.5285 -0.0644
0.0393 0.0963 -1.1239
0.1537 -0.2948 -0.4318
-0.6130 -0.9186 -0.1400
-0.3712 1.5972 -0.4918
-4.3614 3.7774 0.2551
4.3920 -1.1391 1.6403
-1.0219 -0.0076 1.6014
2.1546 1.7339 -3.1331
0.1409 -0.3786 0.3520
-0.3389 0.3525 -0.1397
-1.8885 2.2110 0.4677
-3.4787 -6.2854 3.6653
0.2506 -1.9311 0.7361
3.0727 -0.3775 -1.9097
-0.0506 -0.3809 0.1521
-5.3539 -6.1373 8.8195
0.3707 -0.7671 -1.9432
0.1627 -0.8967 -1.2827
-2.0890 -0.2831 -0.9500
-2.5682 -1.4938 -3.2229
-3.2313 -1.7023 0.6281
3.2481 -1.4391 1.4498
-0.6586 0.2914 -0.6412
-0.6541 -0.0156 -0.2233
-2.1595 -0.9602 -0.8855
-0.0306 0.1296 -0.2606
-1.4553 -1.7155 0.0080
1.8816 4.7029 -3.5346
0.3884 -1.8928 -1.4274
0.0597 -1.3112 0.3037
-0.9702 1.1502 1.5652
-0.0657 -0.2081 0.7687
-0.5472 -1.1038 3.0372
0.3899 0.2603 -0.2481
3.2276 5.4385 -5.5308
0.2189 -0.2406 0.0772
0.2694 0.6004 -0.2566
-0.3139 1.1851 -2.1858
-0.3653 -0.1061 2.3584
-2.1476 2.0953 -0.9206
0.5823 -0.1625 2.0529
0.8931 0.8985 0.8770
-0.0037 -0.6919 0.1795
0.2402 -0.7020 -0.8133
1.9230 0.3679 1.5723
-1.3874 -0.1320 -0.2106
1.8950 -0.1140 -0.9704
-0.3213 -2.2045 0.5437
0.0848 -0.0607 0.2749
-0.1518 0.7229 2.4830
-0.0449 0.0078 -0.0945
-2.0757 1.8787 -0.3076
-0.0604 0.0120 -0.0825
0.2527 -0.9821 -0.5147
0.0361 0.0034 -0.0855
-1.8513 1.6566 0.6192
-0.0750 0.2056 -0.0433
-0.2479 -1.1745 1.6509
0.1449 -0.0297 0.0370
0.1906 -0.7158 -0.5584
1.4373 1.7778 -0.8733
2.4195 -1.0161 -0.5984
0.0861 -0.1334 -0.1827
-0.8235 -0.1073 2.1208
-0.8904 -0.1098 -1.1676
1.0432 -1.8604 -1.6034
1.5478 -1.6153 -0.3336
-2.0042 -1.0404 -1.2131
-1.0788 1.6294 1.1033
0.1818 -0.0091 0.2004
2.7035 0.2285 -0.1545
0.8956 2.2970 -1.0200
-1.2525 -1.2652 -1.2768
0.0750 0.0847 -0.0267
2.2194 -0.3758 -1.5026
1.2297 -0.6175 1.3264
0.0391 0.0373 -0.0159
1.1777 0.6273 2.3271
0.9216 0.6311 2.4556
-1.8117 1.8974 0.5681
-0.0885 0.0906 -0.0260
0.0292 -0.1624 0.1068
-0.1340 -0.0649 0.1288
-0.9972 1.9296 -0.3569
1.3134 -0.1292 -1.9571
-1.1282 -1.3462 -0.7707
-1.9667 1.2537 -1.6897
1.7540 2.0969 0.1962
0.2243 -0.5028 1.4432
1.5583 0.3487 -2.3138
-0.1422 0.0532 0.1113
2.7141 -0.8015 -0.1645
0.1810 0.1563 0.0040
0.7557 0.9561 0.7260
2.0709 1.1144 0.8816

Properties
total charge = +1
E_tot = -8707.233159 Ha
orbital gap = 0.2501 hartree
multiplicity = 1
LUMO level = -3.8 eV


No. 2
Below is a cluster of 6 separate species, CH11O7 in total, with properties calculated with ωB97M-V with the def2-TZVPD basis set.

Each line ends with the Löwdin charge.
CARTESIAN COORDINATES (ANGSTROEM)
O  -1.8291  -1.1510  -2.6139  -0.109
O  1.1664  -1.3275  2.2756  -0.084
O  -0.7177  0.5977  -1.0631  -0.120
O  1.2137  -0.6376  -2.2899  -0.075
O  -2.3435  -0.9216  1.7441  -0.064
O  2.4883  2.3131  1.2003  -0.091
O  0.1529  1.1977  0.8803  -0.109
C  -0.3644  1.4680  -0.2309  -0.523
H  -2.0538  -1.5668  1.1004  0.016
H  1.8028  2.0367  0.5629  0.000
H  -1.4674  -1.9858  -2.2976  0.021
H  -1.4936  -0.5497  -1.8920  -0.022
H  -1.6975  -0.2212  1.5702  0.008
H  1.2256  -0.7913  -1.3413  0.017
H  0.5629  -1.7843  1.6741  0.016
H  2.2434  1.9980  2.0587  0.006
H  -0.4040  2.5151  -0.5882  0.126
H  0.2609  -0.6261  -2.4193  -0.020
H  1.2541  -0.5633  1.6693  0.009

Atomic forces in eV per Å
0.4848 -0.1122 0.7779
-0.1519 0.3327 -1.3511
-0.6869 0.8436 0.4846
0.4486 -0.7157 -0.0719
0.2630 0.1891 -0.0186
1.1590 0.7223 -1.1644
-0.6235 0.3661 -0.0279
0.5855 -1.5603 -0.4431
-0.1965 -0.3796 -0.2551
0.1090 -0.0753 1.1344
-0.2040 -0.2823 -0.3260
-0.6640 0.2027 -0.6075
0.0260 0.3078 0.2070
0.3237 0.2347 0.1586
-0.1838 -0.6306 0.6005
-0.6747 -0.3765 0.3206
-0.1708 0.1471 0.3122
-0.0876 0.3452 -0.5219
0.2440 0.4412 0.7916

Properties
total charge = -1
E_tot = -571.466780 Ha
orbital gap = 0.3540 hartree
multiplicity = 1
LUMO level = 3.4 eV
ΔE to the lowest compared entry with this formula, charge and spin = 0.804 eV


No. 3
Below is a structure of composition C26H32BaN5O7S2Si, with properties calculated with ωB97M-V with the def2-TZVPD basis set.

Each line ends with the Löwdin charge.
CARTESIAN COORDINATES (ANGSTROEM)
Ba  -0.8233  0.8728  -0.4248  1.977
S  1.5000  1.8457  1.7690  0.407
S  -1.3727  3.8195  0.9872  0.412
Si  -3.2323  1.3866  -3.4393  0.343
O  -2.2693  4.9485  0.9974  -0.321
O  -1.5793  -1.7801  -0.8201  -0.171
O  -1.9700  2.5789  1.4922  -0.461
O  2.7479  1.4594  2.4024  -0.340
O  -0.7043  3.6108  -0.3097  -0.489
O  0.4023  0.9250  2.1012  -0.468
O  1.6221  2.0737  0.3357  -0.441
N  1.6168  -0.8447  -0.3106  -0.040
N  3.5720  -1.6324  -0.7813  0.059
N  -2.6309  0.1229  -2.4304  -0.217
N  2.5383  -1.0551  -1.2712  -0.005
N  3.3391  -1.8023  0.5281  -0.088
C  0.0795  -3.5071  -0.9750  -0.018
C  -5.0536  1.8077  -3.1787  -0.178
C  2.1329  -1.3074  0.8032  -0.160
C  1.9617  3.9138  3.4315  -0.067
C  -0.0769  -3.8434  1.7812  -0.085
C  5.6059  -0.3921  1.7743  -0.067
C  -2.9665  1.0809  -5.2850  -0.181
C  5.0018  -1.6426  2.4071  -0.407
C  -2.2876  2.9603  -3.0522  -0.197
C  -3.1244  -1.1416  -2.5187  -0.349
C  1.0608  3.4422  2.4857  -0.204
C  -0.2308  5.4434  2.8073  -0.063
C  0.6759  5.9040  3.7514  -0.081
C  -4.1018  -3.8495  -2.5605  -0.128
C  -0.9131  -2.9324  1.1457  -0.006
C  -4.1614  -1.5800  -3.3783  -0.061
C  -0.0615  4.2241  2.1654  -0.201
C  4.2977  -2.5109  1.3651  -0.115
C  0.9077  -4.4132  -0.3369  -0.078
C  -0.8218  -2.7653  -0.2247  -0.335
C  -4.6318  -2.8840  -3.4000  -0.122
C  4.0861  -1.2868  3.5767  -0.071
C  -3.0748  -3.4755  -1.6975  -0.042
C  0.8349  -4.5836  1.0436  -0.109
C  -2.6057  -2.1806  -1.6999  -0.198
C  1.7793  5.1342  4.0657  -0.083
H  0.1374  -3.3429  -2.0432  0.135
H  6.2098  0.1454  2.5069  0.080
H  -1.8952  1.0636  -5.5032  0.024
H  -3.3859  0.1349  -5.6318  0.011
H  -2.6408  -4.2032  -1.0234  0.111
H  -1.0989  6.0311  2.5456  0.102
H  -2.5668  3.7052  -3.8048  0.033
H  -1.6282  -2.3385  1.7016  0.129
H  2.5017  5.4734  4.7976  0.099
H  2.8203  3.2999  3.6618  0.100
H  3.7699  -3.3366  1.8474  0.119
H  -4.4695  -4.8668  -2.5645  0.085
H  3.3051  -0.5902  3.2707  0.047
H  4.6560  -0.7854  4.3609  0.082
H  -3.4134  1.8856  -5.8763  0.022
H  1.6245  -4.9814  -0.9162  0.105
H  -4.6169  -0.8650  -4.0498  0.067
H  0.5106  6.8610  4.2302  0.099
H  4.8202  0.2882  1.4417  0.068
H  -1.2000  2.8553  -3.1135  0.024
H  6.2408  -0.6409  0.9210  0.077
H  -5.7310  1.0086  -3.4851  0.012
H  5.8116  -2.2750  2.7884  0.129
H  -0.1408  -3.9691  2.8547  0.104
H  -5.4311  -3.1392  -4.0868  0.093
H  5.0183  -2.9282  0.6634  0.122
H  1.4857  -5.2953  1.5362  0.096
H  3.6311  -2.1807  4.0123  0.077
H  1.6800  -1.2728  1.7779  0.127
H  -2.5132  3.3967  -2.0776  0.016
H  -5.3193  2.7067  -3.7428  0.023
H  -5.2410  2.0118  -2.1215  0.028

Atomic forces in eV per Å
-0.0033 0.2997 -0.1359
0.1168 0.1747 0.2740
0.1549 0.2045 -0.2229
0.2066 -0.1432 0.1904
0.0301 0.0323 0.0655
-0.0595 -0.1041 0.0855
0.0828 -0.2341 -0.3505
0.0314 0.0244 0.0209
-0.2872 -0.1850 0.4663
-0.0226 -0.0621 -0.2743
-0.1703 -0.1280 -0.0894
-0.0373 0.0921 -0.0008
-0.0507 0.0250 -0.1027
-0.1033 0.1329 -0.0680
0.0070 -0.0959 0.0533
0.0351 -0.0803 0.0660
0.0280 -0.0134 -0.0583
-0.0282 -0.0165 0.0183
-0.0165 0.0043 -0.0542
0.0439 -0.0080 0.0384
0.0415 -0.0099 -0.0073
-0.0063 -0.0069 0.0091
0.0241 -0.0202 -0.0317
-0.0306 0.0679 0.0242
-0.0152 0.0530 -0.0479
0.0728 0.0325 0.0290
0.0491 -0.0435 0.0589
-0.0185 0.0595 0.0161
0.0106 -0.0430 -0.0237
-0.0142 0.0003 -0.0144
-0.0302 0.0500 -0.0007
-0.0384 -0.0649 0.0015
-0.0357 0.0451 -0.0177
0.0082 -0.0403 0.0012
-0.0032 0.0037 0.0309
0.0038 -0.0003 0.0462
0.0071 0.0185 -0.0041
0.0187 0.0019 -0.0027
0.0219 0.0143 0.0063
-0.0110 0.0096 -0.0152
0.0056 -0.0135 0.0087
-0.0373 0.0163 -0.0174
-0.0057 0.0016 0.0034
0.0007 -0.0035 -0.0047
-0.0056 -0.0034 0.0024
0.0017 0.0111 0.0046
-0.0037 0.0008 -0.0016
0.0025 -0.0076 0.0004
0.0195 0.0195 0.0284
0.0093 -0.0112 0.0111
0.0023 -0.0032 0.0013
-0.0057 -0.0020 -0.0065
-0.0018 -0.0018 -0.0125
0.0012 0.0010 0.0002
-0.0045 0.0048 0.0039
0.0047 -0.0071 -0.0032
0.0030 0.0015 0.0053
-0.0001 0.0022 -0.0042
0.0199 0.0272 0.0247
0.0097 -0.0001 0.0075
0.0012 0.0023 0.0025
-0.0077 -0.0407 -0.0190
-0.0039 0.0004 0.0001
0.0029 0.0010 0.0016
0.0116 -0.0126 -0.0124
-0.0006 0.0016 -0.0001
0.0023 -0.0140 0.0067
0.0077 0.0077 0.0003
-0.0053 0.0009 0.0104
-0.0032 0.0017 -0.0095
-0.0428 0.0026 -0.0109
-0.0104 -0.0308 0.0032
0.0110 -0.0034 -0.0009
0.0097 0.0041 -0.0033

Properties
total charge = -1
E_tot = -2922.058961 Ha
orbital gap = 0.2436 hartree
multiplicity = 1
LUMO level = 2.2 eV
ΔE to the lowest compared entry with this formula, charge and spin = 0.285 eV


> What is the formula in the first record?

C26H51Br2ClI2N5O7P2


> Which value of orbital gap does entry 1 give?

0.2501 hartree